{
  "formula": "C24H24Cl2N7O5P",
  "method": "wB97M-V/def2-TZVPD",
  "symbols": ["Cl", "Cl", "P", "O", "O", "O", "O", "O", "N", "N", "N", "N", "N", "N", "N", "C", "C", "C", "C", "C", "C", "C", "C", "C", "C", "C", "C", "C", "C", "C", "C", "C", "C", "C", "C", "C", "C", "C", "C", "H", "H", "H", "H", "H", "H", "H", "H", "H", "H", "H", "H", "H", "H", "H", "H", "H", "H", "H", "H", "H", "H", "H", "H"],
  "xyz": [[-1.548, 0.085, 3.637], [2.982, -0.631, 6.367], [-0.321, 1.422, -1.952], [-0.778, 2.810, -1.942], [-0.194, -2.737, 0.861], [1.068, 2.961, 4.975], [2.686, 0.683, -3.285], [3.086, 2.238, 4.800], [1.057, 1.134, -0.973], [-3.266, -1.214, -1.630], [0.128, 0.895, -3.473], [-5.447, -4.602, 1.758], [-2.657, -1.422, -0.461], [-0.832, -0.566, 0.848], [1.990, 2.491, 4.336], [0.557, -1.341, 2.639], [2.317, 1.859, -3.987], [2.124, -0.472, -3.870], [1.765, 2.196, 2.959], [2.753, 1.539, 2.227], [0.809, 1.853, -4.315], [1.301, 1.538, 0.304], [-3.128, -2.418, 0.469], [0.327, 2.226, 1.044], [-3.006, 0.279, -3.571], [-5.051, -3.822, 1.024], [0.590, -0.461, -3.685], [0.787, -0.370, 4.845], [2.587, -1.675, 3.913], [-2.608, -0.252, -2.245], [2.523, 1.214, 0.913], [-0.190, -1.644, 1.384], [-1.516, 0.176, -1.456], [-1.594, -0.604, -0.311], [0.048, -0.581, 3.692], [-4.553, -2.834, 0.102], [1.828, -1.893, 2.782], [0.560, 2.555, 2.360], [2.062, -0.910, 4.948], [-2.455, -3.284, 0.447], [2.386, -0.511, -4.936], [3.683, 1.288, 2.712], [-4.565, -3.244, -0.910], [-0.178, 3.087, 2.942], [0.296, -1.065, -2.824], [-0.586, 2.523, 0.550], [0.637, 1.577, -5.360], [0.372, 2.835, -4.130], [3.573, -2.099, 4.006], [-5.215, -1.964, 0.122], [-4.082, 0.189, -3.695], [0.104, -0.871, -4.578], [-2.522, -0.283, -4.369], [2.570, 2.684, -3.318], [-0.660, 0.353, 1.246], [-2.706, 1.321, -3.647], [3.280, 0.703, 0.337], [-3.097, -1.992, 1.479], [2.208, -2.505, 1.979], [0.374, 0.212, 5.654], [2.913, 1.944, -4.906], [2.580, -1.325, -3.365], [1.843, 0.718, -1.467]],
  "multiplicity": 1,
  "homo_ev": -8.99,
  "e_lumo_ha": -0.018,
  "orbital_gap_ev": 8.51,
  "energy_ha": -2950.2088
}

{
  "formula": "C24H24Cl5N3OReSSe",
  "method": "wB97M-V/def2-TZVPD",
  "symbols": ["Re", "Se", "Cl", "Cl", "Cl", "Cl", "Cl", "S", "O", "N", "N", "N", "C", "C", "C", "C", "C", "C", "C", "C", "C", "C", "C", "C", "C", "C", "C", "C", "C", "C", "C", "C", "C", "C", "C", "C", "H", "H", "H", "H", "H", "H", "H", "H", "H", "H", "H", "H", "H", "H", "H", "H", "H", "H", "H", "H", "H", "H", "H", "H"],
  "xyz": [[0.415, 0.052, 0.097], [-3.575, -1.007, -2.286], [-1.476, 5.575, 1.387], [1.185, 1.191, -2.037], [1.385, 4.363, -3.034], [-1.612, 2.600, 2.143], [0.068, 6.486, -1.157], [0.558, -3.469, 0.993], [0.829, -2.216, 0.188], [-1.325, -0.301, -0.602], [2.525, 0.073, 0.661], [-0.078, -0.190, 2.225], [5.405, -2.132, 1.847], [-0.408, -3.765, -2.314], [3.992, -2.986, 0.099], [0.768, 0.611, 3.136], [3.242, -3.684, 1.042], [0.633, 3.886, -1.575], [-0.047, -4.098, -3.605], [-0.380, -4.731, -1.309], [-0.779, -4.379, 0.077], [-0.668, 3.069, 0.790], [-0.656, 4.422, 0.422], [5.075, -2.218, 0.503], [0.013, 4.837, -0.739], [0.358, -5.392, -3.905], [2.052, -4.486, 0.623], [0.596, 2.573, -1.149], [0.033, -6.027, -1.614], [3.015, 0.649, 1.929], [-2.245, -0.602, -1.284], [0.011, 2.119, 0.036], [4.662, -2.826, 2.792], [3.583, -3.593, 2.390], [2.222, 0.152, 3.135], [0.389, -6.359, -2.909], [3.758, -3.069, -0.953], [2.697, 0.552, 4.030], [6.250, -1.538, 2.156], [2.793, -0.922, 0.655], [2.281, -0.936, 3.197], [5.675, -1.708, -0.236], [4.934, -2.781, 3.835], [-0.015, -1.169, 2.522], [-1.051, 0.111, 2.364], [3.069, 0.501, -0.094], [-0.101, -3.355, -4.386], [2.936, 1.736, 1.861], [-1.008, -5.253, 0.687], [4.070, 0.386, 2.068], [0.651, -5.646, -4.912], [-0.721, -2.756, -2.082], [0.361, 0.539, 4.147], [2.054, -4.701, -0.443], [0.710, 1.653, 2.821], [1.947, -5.402, 1.201], [0.671, -7.373, -3.142], [3.014, -4.149, 3.120], [-1.621, -3.685, 0.099], [0.048, -6.779, -0.840]],
  "multiplicity": 2,
  "total_charge": 2,
  "homo_ev": [-14.09, -14.10],
  "e_lumo_ha": [-0.323, -0.302],
  "orbital_gap_ev": [5.31, 5.89],
  "energy_ha": -6346.7511
}

{
  "formula": "C24H24ClN5O2",
  "method": "wB97M-V/def2-TZVPD",
  "symbols": ["Cl", "O", "O", "N", "N", "N", "N", "N", "C", "C", "C", "C", "C", "C", "C", "C", "C", "C", "C", "C", "C", "C", "C", "C", "C", "C", "C", "C", "C", "C", "C", "C", "H", "H", "H", "H", "H", "H", "H", "H", "H", "H", "H", "H", "H", "H", "H", "H", "H", "H", "H", "H", "H", "H", "H", "H"],
  "xyz": [[1.490, -4.079, -0.643], [2.063, -0.788, -2.011], [5.023, 0.004, 1.057], [2.570, 2.235, -0.259], [4.050, -1.515, -0.310], [-0.645, -0.056, -1.091], [2.780, 1.103, -0.949], [-1.576, 0.642, -0.446], [0.483, 0.615, -0.930], [1.309, 3.893, 0.884], [-5.448, -0.971, -0.454], [0.674, -0.827, 2.336], [-3.679, 0.187, 0.712], [-4.951, -0.355, 0.687], [-6.820, -1.569, -0.475], [1.805, 0.221, -1.368], [-1.939, 2.785, 0.818], [1.399, 2.610, 0.126], [4.491, -0.281, 0.003], [4.213, 0.797, -1.063], [2.269, -2.188, 1.135], [-2.884, 0.128, -0.426], [-0.372, -1.502, 1.730], [-0.110, -2.505, 0.816], [-4.629, -1.047, -1.577], [1.202, -2.837, 0.519], [-1.097, 1.779, 0.123], [4.667, 0.461, -2.477], [3.704, -2.452, 0.746], [1.981, -1.170, 2.038], [-3.360, -0.507, -1.569], [0.264, 1.794, -0.166], [5.732, 0.245, -2.463], [4.715, 1.708, -0.719], [0.809, 3.735, 1.837], [4.136, -0.395, -2.880], [-7.333, -1.321, -1.402], [-6.752, -2.656, -0.414], [-5.563, -0.304, 1.576], [-1.555, 3.782, 0.618], [4.372, -2.264, 1.588], [-1.925, 2.633, 1.898], [2.800, -0.639, 2.499], [3.488, -1.605, -1.155], [2.311, 4.272, 1.058], [0.476, -0.033, 3.041], [-4.994, -1.536, -2.468], [-2.969, 2.729, 0.471], [-3.304, 0.629, 1.621], [3.837, -3.470, 0.379], [-0.918, -3.020, 0.320], [4.490, 1.314, -3.130], [-7.414, -1.216, 0.363], [-1.396, -1.249, 1.961], [0.744, 4.630, 0.315], [-2.716, -0.574, -2.431]],
  "multiplicity": 1,
  "homo_ev": -8.38,
  "e_lumo_ha": 0.011,
  "orbital_gap_ev": 8.67,
  "energy_ha": -1813.4491,
  "e_above_lowest_ev": 0.000
}

{
  "formula": "C24H24IN3Zn",
  "method": "wB97M-V/def2-TZVPD",
  "symbols": ["I", "Zn", "N", "N", "N", "C", "C", "C", "C", "C", "C", "C", "C", "C", "C", "C", "C", "C", "C", "C", "C", "C", "C", "C", "C", "C", "C", "C", "C", "H", "H", "H", "H", "H", "H", "H", "H", "H", "H", "H", "H", "H", "H", "H", "H", "H", "H", "H", "H", "H", "H", "H", "H"],
  "xyz": [[-0.791, -0.360, 3.739], [-2.118, 0.338, 1.219], [-1.304, -0.704, -2.009], [-0.989, -1.973, 0.438], [0.098, 0.928, 0.772], [1.650, 1.961, 2.334], [-0.687, 0.057, -4.163], [0.569, -4.281, 0.524], [-3.367, 0.979, 2.443], [-0.217, -3.959, 1.616], [2.106, 2.286, -2.017], [-0.246, -1.488, -1.870], [0.645, -1.610, -2.950], [1.151, 3.074, -2.668], [1.765, 1.558, -0.890], [1.579, -0.458, 2.160], [-0.462, 2.539, -0.944], [-0.139, 3.175, -2.131], [-0.210, -2.275, -0.616], [2.524, 1.868, 3.396], [1.081, 0.819, 1.727], [0.383, -0.815, -4.119], [-1.527, 0.157, -3.073], [0.581, -3.471, -0.589], [2.895, 0.612, 3.898], [-2.878, 0.143, -0.460], [0.453, 1.637, -0.343], [-1.049, -2.764, 1.494], [2.444, -0.537, 3.261], [1.399, 3.619, -3.584], [1.259, -1.333, 1.617], [-0.288, -4.506, 2.524], [-2.846, 1.364, 3.302], [-1.694, -2.518, 2.320], [1.174, -5.201, 0.542], [3.535, 0.539, 4.779], [2.509, 0.928, -0.396], [1.473, -2.288, -2.882], [-0.935, 0.695, -5.019], [-4.021, -0.003, -0.109], [-3.794, 1.636, 1.568], [-0.906, 3.766, -2.635], [1.045, -0.920, -4.968], [1.108, -3.709, -1.489], [2.921, 2.775, 3.854], [-2.801, 1.094, -0.996], [-1.420, 2.710, -0.437], [-4.027, 0.110, 2.611], [-2.471, -0.705, -0.995], [1.355, 2.946, 1.929], [2.704, -1.516, 3.643], [3.123, 2.248, -2.413], [-2.343, 0.831, -2.949]],
  "multiplicity": 1,
  "homo_ev": [-6.94, -6.96],
  "e_lumo_ha": [-0.051, -0.071],
  "orbital_gap_ev": [5.55, 5.02],
  "energy_ha": -3169.9989,
  "e_above_lowest_ev": 7.475
}

{
  "formula": "C24H24N4O3",
  "method": "wB97M-V/def2-TZVPD",
  "symbols": ["O", "O", "O", "N", "N", "N", "N", "C", "C", "C", "C", "C", "C", "C", "C", "C", "C", "C", "C", "C", "C", "C", "C", "C", "C", "C", "C", "C", "C", "C", "C", "H", "H", "H", "H", "H", "H", "H", "H", "H", "H", "H", "H", "H", "H", "H", "H", "H", "H", "H", "H", "H", "H", "H", "H"],
  "xyz": [[-2.163, -1.143, -0.612], [-1.238, 3.284, 1.327], [-3.015, 1.941, -3.011], [3.770, -5.441, 1.768], [-0.174, 1.546, 2.104], [-0.285, -0.810, 0.593], [0.710, 2.566, 2.013], [1.087, 4.769, -0.340], [1.092, -3.708, -0.084], [3.369, -3.125, 1.424], [0.201, 2.662, -1.383], [-1.966, 2.558, -2.412], [-2.921, 0.558, -3.288], [3.006, -4.473, 1.224], [0.596, 4.896, 1.122], [-2.394, -0.269, 1.619], [-0.793, 1.928, -2.007], [-2.104, 3.932, -2.198], [1.506, -6.126, 0.284], [0.065, 3.581, 1.546], [1.844, -4.767, 0.458], [2.616, -2.121, 0.884], [-1.315, 1.987, 1.683], [2.298, -7.088, 0.848], [-1.614, -0.785, 0.414], [0.062, 4.022, -1.150], [-1.106, 4.647, -1.574], [3.427, -6.684, 1.584], [0.640, -1.270, -0.424], [-2.590, 1.247, 1.537], [1.469, -2.406, 0.116], [-3.867, 0.293, -3.757], [0.104, -0.373, 1.420], [-3.034, 1.524, 0.576], [1.101, 2.159, -1.056], [-2.103, 0.352, -3.985], [-0.211, 5.627, 1.180], [-0.656, 0.870, -2.157], [2.894, -1.089, 1.041], [-2.787, -0.034, -2.379], [0.628, -6.384, -0.292], [1.287, -0.443, -0.734], [4.250, -2.920, 2.010], [-3.278, 1.574, 2.324], [0.207, -3.937, -0.662], [2.032, 4.226, -0.347], [-3.374, -0.747, 1.608], [1.415, 5.192, 1.775], [-1.236, 5.707, -1.407], [2.074, -8.138, 0.738], [-3.013, 4.411, -2.524], [-1.874, -0.524, 2.541], [0.037, -1.601, -1.273], [4.072, -7.424, 2.041], [1.252, 5.769, -0.744]],
  "multiplicity": 1,
  "homo_ev": -8.38,
  "e_lumo_ha": 0.011,
  "orbital_gap_ev": 8.67,
  "energy_ha": -1373.7285,
  "e_above_lowest_ev": 0.525
}

{
  "formula": "C24H24N4O3",
  "method": "wB97M-V/def2-TZVPD",
  "symbols": ["O", "O", "O", "N", "N", "N", "N", "C", "C", "C", "C", "C", "C", "C", "C", "C", "C", "C", "C", "C", "C", "C", "C", "C", "C", "C", "C", "C", "C", "C", "C", "H", "H", "H", "H", "H", "H", "H", "H", "H", "H", "H", "H", "H", "H", "H", "H", "H", "H", "H", "H", "H", "H", "H", "H"],
  "xyz": [[-5.924, 1.375, 0.152], [-4.471, 3.163, -0.356], [1.766, -2.160, -2.605], [0.929, -3.085, 1.513], [1.434, 0.581, -0.702], [0.099, 1.043, -0.607], [1.844, -3.005, -1.164], [0.455, -0.587, 0.705], [-4.661, 0.668, 0.157], [-0.754, -4.440, 0.636], [-2.854, -0.466, 0.117], [-3.741, 2.053, -0.137], [1.109, -3.556, 2.892], [0.692, -3.117, -0.752], [-2.013, 0.442, 0.286], [3.553, 3.748, 1.185], [2.530, 1.230, -1.105], [-0.198, -2.485, -1.653], [-4.144, -0.403, 0.379], [0.436, -1.895, -2.764], [0.042, -1.774, 1.902], [4.674, 1.961, -0.341], [-0.511, 0.300, 0.116], [1.586, -0.330, 0.434], [2.806, 2.885, 0.348], [-5.874, 2.685, -0.287], [3.402, 2.087, -0.465], [0.599, -3.941, 0.340], [4.881, 3.653, 1.429], [5.668, 2.525, 0.554], [-2.503, 1.654, -0.024], [1.909, 1.906, -2.069], [-4.876, -1.028, 0.618], [-0.824, -5.097, 1.412], [2.588, -0.759, 0.520], [1.681, 3.247, 0.218], [0.437, -1.378, 2.887], [6.786, 2.287, 0.459], [-2.464, -1.633, 0.342], [1.624, -3.162, 3.631], [1.460, -4.615, 0.615], [5.262, 1.158, -1.158], [0.076, -4.029, 3.429], [-0.780, -4.978, -0.352], [5.725, 4.069, 1.883], [-1.354, -2.193, -1.488], [3.360, 4.488, 1.764], [-6.403, 2.806, -1.118], [3.142, 0.485, -1.928], [1.717, -4.521, 2.537], [-0.806, -1.888, 1.788], [-6.319, 3.232, 0.664], [0.115, -1.272, -3.649], [-1.454, -3.718, 0.572], [-1.699, 2.449, -0.276]],
  "multiplicity": 1,
  "homo_ev": -8.21,
  "e_lumo_ha": 0.023,
  "orbital_gap_ev": 8.84,
  "energy_ha": -1372.8194,
  "e_above_lowest_ev": 25.261
}

{
  "formula": "C24H24N5O4Pd",
  "method": "wB97M-V/def2-TZVPD",
  "symbols": ["Pd", "O", "O", "O", "O", "N", "N", "N", "N", "N", "C", "C", "C", "C", "C", "C", "C", "C", "C", "C", "C", "C", "C", "C", "C", "C", "C", "C", "C", "C", "C", "C", "C", "C", "H", "H", "H", "H", "H", "H", "H", "H", "H", "H", "H", "H", "H", "H", "H", "H", "H", "H", "H", "H", "H", "H", "H", "H"],
  "xyz": [[0.051, -0.147, 0.242], [-1.836, 3.012, 2.203], [4.330, -0.273, 0.430], [-1.442, -4.077, -0.791], [-0.612, 1.172, 1.793], [-1.480, 2.409, 0.059], [-1.378, -1.832, -0.225], [2.156, 0.525, 0.352], [1.251, -1.930, -0.041], [-1.299, 1.286, -0.783], [-4.491, -1.117, -2.091], [2.964, 4.058, -0.340], [-2.727, -1.565, -0.509], [2.772, -4.158, -0.251], [-0.863, -3.040, -0.451], [3.376, -2.930, -0.010], [1.392, -4.248, -0.395], [0.648, -3.087, -0.278], [-3.077, -1.225, 1.958], [-5.332, -0.732, -1.059], [2.692, 2.363, 1.858], [-2.270, -1.917, -2.963], [3.105, -0.407, 0.323], [3.115, 4.559, 0.943], [2.533, 1.871, 0.559], [2.674, 2.715, -0.545], [-4.870, -0.769, 0.248], [2.982, 3.711, 2.032], [-3.576, -1.182, 0.541], [2.517, 2.152, -1.931], [2.566, -1.812, 0.087], [-1.313, 2.189, 1.465], [2.537, 1.433, 3.027], [-3.187, -1.534, -1.836], [2.692, 1.964, 3.967], [-4.842, -1.089, -3.116], [2.613, 2.935, -2.685], [1.542, 1.670, -2.043], [3.093, 4.100, 3.038], [-2.070, -2.990, -2.943], [-2.707, -1.652, -3.927], [-5.522, -0.471, 1.062], [-0.900, 1.593, -1.662], [-1.303, -1.416, -2.865], [3.380, -5.051, -0.332], [3.069, 4.715, -1.196], [-3.891, -1.032, 2.657], [0.880, -5.178, -0.597], [-2.643, -2.201, 2.181], [-6.341, -0.400, -1.273], [1.533, 1.006, 3.029], [3.260, 0.616, 2.965], [3.331, 5.610, 1.096], [-2.331, 2.926, -0.115], [4.445, -2.809, 0.101], [3.266, 1.383, -2.129], [-2.294, -0.483, 2.130], [-2.167, 0.781, -0.959]],
  "multiplicity": 3,
  "total_charge": -1,
  "homo_ev": [-4.81, -5.44],
  "e_lumo_ha": [0.100, 0.064],
  "orbital_gap_ev": [7.53, 7.19],
  "energy_ha": -1631.7241
}

{
  "formula": "C24H24N5O6",
  "method": "wB97M-V/def2-TZVPD",
  "symbols": ["O", "O", "O", "O", "O", "O", "N", "N", "N", "N", "N", "C", "C", "C", "C", "C", "C", "C", "C", "C", "C", "C", "C", "C", "C", "C", "C", "C", "C", "C", "C", "C", "C", "C", "C", "H", "H", "H", "H", "H", "H", "H", "H", "H", "H", "H", "H", "H", "H", "H", "H", "H", "H", "H", "H", "H", "H", "H", "H"],
  "xyz": [[-3.113, 5.937, 0.770], [-3.828, 0.671, 0.920], [0.598, 1.283, -0.844], [3.468, -1.346, -1.860], [3.323, -7.889, 0.380], [1.148, -7.857, 0.535], [2.232, -7.313, 0.291], [-2.271, 3.904, 0.702], [-0.837, -1.452, 2.901], [-4.073, 2.189, -0.715], [0.148, 0.358, 2.144], [3.390, -5.331, -0.588], [2.878, 2.283, -2.303], [1.049, -5.176, -0.052], [4.836, 0.354, -2.794], [1.418, 0.501, -1.313], [3.389, -3.989, -0.968], [-3.181, 4.779, 1.141], [2.295, -1.778, -1.270], [-5.301, 1.636, -1.287], [2.223, -5.954, -0.109], [-3.431, 1.677, 0.342], [1.048, -3.830, -0.436], [2.646, 0.944, -1.950], [1.263, -0.898, -1.007], [-2.200, 2.439, 0.872], [5.070, 1.686, -3.146], [0.329, -0.948, 2.440], [4.089, 2.650, -2.900], [-1.156, 0.695, 2.458], [-1.778, -0.436, 2.911], [-1.783, 2.066, 2.313], [3.630, -0.025, -2.198], [2.225, -3.206, -0.888], [-4.285, 4.365, 2.096], [-2.822, -0.509, 3.205], [4.321, -5.889, -0.672], [-5.180, 0.566, -1.472], [-3.853, 4.093, 3.055], [0.102, -3.303, -0.399], [6.011, 1.971, -3.612], [4.267, 3.686, -3.176], [-3.705, 3.036, -1.121], [5.596, -0.397, -2.983], [4.325, -3.566, -1.323], [1.253, -1.505, 2.304], [-5.537, 2.135, -2.229], [-1.003, -2.410, 3.201], [-6.132, 1.777, -0.592], [-1.566, 4.333, 0.118], [0.820, 0.981, 1.702], [-1.392, 2.114, 0.222], [-2.653, 2.121, 2.968], [2.121, 3.042, -2.118], [-4.867, 3.541, 1.690], [0.116, -5.625, 0.281], [-4.949, 5.218, 2.244], [-1.061, 2.801, 2.674], [0.330, -1.200, -0.557]],
  "multiplicity": 1,
  "total_charge": 1,
  "homo_ev": -11.90,
  "e_lumo_ha": -0.143,
  "orbital_gap_ev": 8.00,
  "energy_ha": -1653.9148,
  "e_above_lowest_ev": 0.000
}